Below is C10H20BaO5S as an isolated structure, with properties calculated with ωB97M-V/def2-TZVPD.

Geometry as XYZ:
```
37
Properties=species:S:1:pos:R:3:forces:R:3:mulliken_charge:R:1
C -3.492 1.424 -1.538 0.3 0.1 0.0 -0.5963
O -3.612 0.810 -0.270 -0.1 0.0 0.1 -0.4182
C -2.405 0.352 0.264 0.2 -0.1 -0.1 0.1233
C -2.679 -0.833 1.179 -0.1 0.1 0.2 -0.8629
C -1.433 -1.591 1.654 0.1 -0.1 -0.2 -0.6216
C -0.306 -0.711 2.229 -0.2 0.2 0.2 -1.0885
C 0.721 -0.278 1.179 -0.1 0.1 -0.2 1.9952
C 1.621 -1.429 0.684 0.3 -0.2 0.3 -0.9322
C 1.869 -1.553 -0.818 -0.1 0.0 -0.5 -1.0585
C 2.436 -0.329 -1.547 0.1 0.1 0.6 0.1528
C 3.056 0.722 -0.573 0.4 -0.5 -1.9 -0.1303
O 2.442 1.983 -0.844 -0.3 -0.6 -2.4 -0.5697
S 1.078 1.863 -1.978 0.7 -0.2 0.6 1.0831
O 1.423 2.709 -3.036 -0.3 0.2 -0.2 -0.4756
O -0.005 2.034 -1.087 -0.2 0.3 -0.3 -0.3888
O 1.382 0.394 -2.275 -0.3 -0.4 0.0 -0.3191
H -4.487 1.741 -1.843 0.1 0.0 0.0 0.3043
H -2.821 2.299 -1.501 -0.2 -0.1 0.0 0.1973
H -3.085 0.710 -2.272 -0.1 0.1 0.1 0.2853
H -1.735 0.033 -0.562 -0.1 0.0 0.1 0.0227
H -1.892 1.172 0.808 0.0 -0.1 -0.1 0.2345
H -3.337 -1.509 0.625 0.1 0.0 0.1 0.3282
H -3.245 -0.503 2.060 0.0 0.1 -0.2 0.3120
H -1.049 -2.206 0.825 0.0 0.1 0.1 0.3452
H -1.733 -2.300 2.430 0.0 0.0 -0.1 0.3496
H 0.211 -1.237 3.039 0.0 0.0 -0.1 0.4308
H -0.749 0.187 2.680 0.0 -0.2 0.0 0.5150
H 0.212 0.201 0.335 0.0 -0.1 0.2 -0.3121
H 1.339 0.542 1.651 -0.2 -0.4 0.0 -1.4268
H 2.594 -1.404 1.201 -0.2 -0.1 0.0 0.3615
H 1.189 -2.381 1.009 0.0 0.2 -0.1 0.5826
H 2.568 -2.379 -0.987 -0.1 0.1 0.0 0.4640
H 0.955 -1.813 -1.366 0.1 -0.1 0.2 0.3183
H 3.133 -0.605 -2.336 0.0 0.0 0.2 0.5784
H 4.138 0.844 -0.705 0.0 -0.3 -0.1 0.4526
H 2.836 0.461 0.458 0.0 -1.0 -0.2 -0.0491
Ba 2.861 2.579 1.227 0.3 2.8 3.9 1.8132
```
Positions in Å, forces in eV/Å.

Results
**LUMO**: -8.102 eV
**Net charge**: +2
**HOMO**: -14.33 eV